ORCA calculation (ωB97M-V/def2-TZVPD) on 6 unconnected molecules or ions with the total composition C43H97N5O at a distorted geometry.

Results
energy above the lowest of the compared OMol25 structures with the same formula, charge and spin	0.0	kcal/mol
2S+1	1
DFT total energy	-55627.84883	eV
charge	+4
gap between HOMO and LUMO	7.657	eV

```
146
Properties=species:S:1:pos:R:3:forces:R:3:mulliken_charge:R:1
C 2.7381 26.7165 7.9820 -0.460 1.264 -0.558 -1.431
C 1.2154 26.8535 7.6921 -0.004 -1.589 -0.529 1.016
C 0.4232 26.8480 8.9958 -0.992 0.432 1.080 -1.433
O 0.8674 27.8021 6.7746 0.244 0.734 0.324 -0.503
H 3.2018 26.4130 7.0401 0.206 -0.222 0.190 0.153
H 3.0166 26.0659 8.8066 -0.092 -0.211 -0.070 0.478
H 3.1183 27.7298 8.1861 0.081 -0.167 0.198 0.247
H 0.9836 25.8383 7.2584 -0.096 -0.035 0.222 -0.100
H -0.6590 27.0107 8.8452 0.202 0.068 -0.434 0.132
H 0.6967 27.6315 9.7264 0.315 -0.067 -0.281 0.205
H 0.4431 25.9109 9.5636 0.469 -0.091 -0.231 0.611
C -2.4479 30.3465 10.5386 0.382 0.068 0.211 -1.513
C -1.8267 30.6982 9.1815 -0.438 -0.383 -0.066 -0.060
C -0.3497 30.3698 9.1671 0.442 -0.503 0.055 -0.353
N 0.5516 31.2102 8.2828 -1.220 -0.187 0.129 0.963
C 1.9336 30.7576 8.6146 -0.295 0.509 -0.444 -0.973
C 0.3593 32.6814 8.5556 1.233 1.188 0.284 -0.773
C -0.2925 33.2666 7.3116 -0.909 -0.941 0.303 -0.642
C 0.2547 32.3706 6.1966 -0.111 0.332 0.543 -0.420
C 0.1817 30.9887 6.8086 0.743 -0.204 0.117 0.368
H -3.5010 30.6106 10.5947 0.014 0.169 -0.051 0.480
H -1.8993 30.8699 11.3276 -0.242 0.099 0.046 0.423
H -2.3802 29.2822 10.7817 0.123 -0.031 -0.250 0.231
H -2.0192 31.7403 8.9347 -0.056 0.047 0.132 0.137
H -2.3283 30.0848 8.4282 0.017 0.219 -0.161 0.259
H -0.1957 29.3378 8.8392 0.047 0.153 -0.107 -0.512
H 0.0977 30.4394 10.1612 -0.195 0.186 0.076 0.681
H 2.6598 31.3425 8.0526 -0.086 -0.025 -0.148 0.309
H 1.9703 29.7030 8.3405 0.220 -0.072 0.337 0.108
H 2.0466 31.0059 9.6657 0.371 -0.435 0.097 0.541
H 1.3475 33.1231 8.7260 0.051 -0.191 -0.311 0.484
H -0.1302 32.8618 9.5113 -0.457 -0.314 -0.180 0.271
H -0.2130 34.3322 7.1287 0.405 0.059 0.282 0.512
H -1.3603 33.0486 7.4369 -0.033 0.236 -0.407 0.263
H 1.3116 32.6035 6.0423 -0.105 0.197 -0.382 0.010
H -0.3384 32.5093 5.2971 0.255 -0.238 -0.215 0.513
H 0.9162 30.2759 6.4409 -0.194 -0.151 -0.110 -0.567
H -0.7824 30.4922 6.7619 -0.123 0.207 0.054 0.254
C -2.5750 28.7085 2.7783 -1.048 -0.027 0.228 -1.413
C -2.5297 27.2720 3.3120 -0.045 0.322 -0.566 -0.095
C -1.1011 26.8975 3.6118 0.346 -0.136 0.611 -0.215
N -0.9105 25.5011 4.1438 0.217 -1.021 -0.870 0.833
C -1.6384 25.2080 5.3964 -0.879 0.744 0.096 -1.429
C 0.5706 25.1674 4.2955 -0.002 0.054 0.447 0.420
C 0.7738 23.7146 3.8379 0.041 0.340 -0.390 -0.607
C -0.6069 23.2253 3.4059 -0.452 -0.514 0.639 -0.899
C -1.3524 24.5079 3.0912 0.036 -0.667 -0.587 -0.682
H -1.9673 28.8826 1.8943 0.303 0.029 0.172 0.390
H -2.3946 29.4128 3.5926 0.517 0.078 -0.201 0.264
H -3.6023 28.9350 2.4802 0.063 -0.099 -0.112 0.425
H -2.9463 26.5962 2.5633 -0.045 0.000 0.017 0.419
H -3.1798 27.2396 4.1875 0.160 -0.176 0.136 0.065
H -0.6484 27.5879 4.3294 0.032 -0.142 0.148 -0.282
H -0.4811 26.8705 2.7165 -0.191 0.383 -0.173 0.563
H -1.4170 25.9972 6.1171 0.375 -0.240 0.129 0.222
H -1.4465 24.2023 5.7536 0.443 0.088 0.057 0.427
H -2.7072 25.2583 5.1752 0.074 0.022 -0.047 0.496
H 0.8316 25.3352 5.3393 0.066 0.215 -0.079 -0.546
H 1.1083 25.8632 3.6606 0.048 0.084 0.041 0.158
H 1.2921 23.1312 4.5921 -0.206 -0.190 0.035 0.390
H 1.3913 23.7131 2.9394 0.201 0.022 0.145 0.346
H -1.1616 22.6694 4.1680 0.305 0.063 0.183 0.303
H -0.5530 22.5294 2.5721 -0.048 0.252 -0.221 0.473
H -2.4311 24.3850 3.0900 -0.046 0.180 0.071 0.452
H -1.0369 24.8514 2.1048 -0.026 0.380 0.139 0.455
C 6.8893 26.9383 3.6508 0.753 0.087 -0.410 -1.443
C 6.1458 28.2110 4.0553 0.480 -0.125 0.385 -0.019
C 4.6898 28.0573 3.7676 -1.195 -0.385 -0.511 -0.971
N 3.7339 29.1205 4.2569 0.174 1.006 0.798 0.633
C 2.3520 28.7639 3.8625 0.316 -0.729 -0.575 -1.387
C 3.7940 29.2896 5.7847 0.710 -0.619 -0.497 0.079
C 4.7649 30.4325 6.0191 -0.307 0.140 -0.111 -0.852
C 4.4658 31.3942 4.8793 -0.344 -0.296 -0.104 -0.366
C 4.0675 30.4956 3.7044 0.278 0.370 -0.394 -0.547
H 7.1056 26.9168 2.5816 -0.195 -0.019 -0.020 0.379
H 6.4027 25.9993 3.9113 -0.243 0.143 0.150 0.353
H 7.8653 26.9358 4.1369 -0.040 -0.043 0.005 0.396
H 6.5900 29.0744 3.5587 -0.056 -0.001 -0.110 0.339
H 6.3227 28.3552 5.1189 -0.160 -0.038 0.136 0.228
H 4.3138 27.1241 4.1948 0.069 0.048 0.185 0.294
H 4.4660 27.9819 2.6996 0.347 0.072 -0.075 0.538
H 2.1170 27.7908 4.2847 -0.165 0.086 0.285 0.201
H 2.3506 28.6898 2.7734 -0.227 0.150 0.043 0.717
H 1.6527 29.5104 4.2199 -0.012 0.052 0.014 0.352
H 2.7571 29.3922 6.0919 0.095 0.075 0.387 -0.221
H 4.2100 28.3620 6.1683 -0.395 -0.124 0.188 0.024
H 4.6636 30.9099 6.9915 -0.065 -0.126 0.072 0.468
H 5.7729 30.0433 5.9500 0.186 0.140 0.060 0.350
H 3.5698 31.9701 5.1207 0.231 0.299 0.150 -0.065
H 5.2894 32.0619 4.6454 -0.057 0.074 -0.049 0.439
H 3.1846 30.9123 3.2276 -0.054 -0.244 -0.150 0.386
H 4.8291 30.3872 2.9358 0.086 -0.038 0.101 0.366
C 1.8455 25.8778 18.0436 -0.132 0.351 -0.051 -1.453
C 1.1380 26.2886 16.7477 0.127 0.115 0.081 -0.312
C 0.6682 27.7478 16.8543 -0.183 -1.133 1.082 -0.827
N 0.3364 28.4474 15.5866 -0.001 0.191 -0.214 0.307
C -0.2686 29.7738 15.9319 -0.375 -0.305 -0.478 -0.967
C -0.6335 27.6446 14.7540 -0.066 0.519 0.239 -0.905
C -0.5406 28.2710 13.3767 0.036 -0.296 -0.117 -0.472
C 0.9520 28.6388 13.2418 -0.311 0.761 -0.482 -0.142
C 1.5200 28.6590 14.6655 -0.058 -0.468 0.142 -0.833
H 1.1295 25.9243 18.8656 0.108 -0.070 0.083 0.357
H 2.6707 26.5506 18.2803 0.053 -0.067 -0.023 0.374
H 2.2292 24.8642 17.9777 -0.020 -0.040 -0.009 0.387
H 0.2688 25.6348 16.6603 0.039 0.008 -0.359 0.356
H 1.7919 26.1406 15.8844 -0.006 -0.116 0.058 0.337
H 1.3705 28.3244 17.4570 0.141 0.283 -0.441 0.493
H -0.2509 27.6998 17.4457 -0.052 0.378 -0.107 0.442
H -0.3897 30.3357 15.0099 0.165 0.203 0.086 0.424
H 0.3688 30.2872 16.6421 0.007 0.066 0.015 0.360
H -1.2636 29.5855 16.3275 0.092 0.106 0.310 0.352
H -1.6018 27.7161 15.2441 -0.073 -0.199 -0.094 0.447
H -0.2771 26.6198 14.7558 -0.037 -0.057 -0.051 0.429
H -1.1457 29.1692 13.2660 -0.155 -0.062 0.237 0.246
H -0.9013 27.5665 12.6277 0.190 -0.008 -0.060 0.443
H 1.0065 29.6342 12.7941 0.149 -0.003 0.103 0.103
H 1.4911 27.9983 12.5469 0.091 -0.287 0.346 0.475
H 1.9937 29.5915 14.9535 0.155 -0.029 -0.029 0.351
H 2.1873 27.8216 14.8445 0.179 0.132 -0.048 0.215
C -9.9274 26.9517 8.5148 -0.443 0.449 -0.343 -1.367
C -8.8141 25.9390 8.7967 -0.058 0.602 0.477 0.046
C -7.6218 26.2439 7.9192 0.157 0.160 0.064 -1.015
N -6.4679 25.2856 8.0620 0.742 -0.741 -0.417 0.581
C -6.8449 23.9786 7.4347 -0.294 -0.123 0.190 -1.165
C -5.9824 25.0376 9.4953 -0.699 0.377 -0.422 -0.505
C -4.4722 25.1356 9.4518 0.162 0.554 0.264 -0.774
C -4.2273 26.2076 8.3783 -0.122 -0.629 0.199 0.260
C -5.2328 25.7941 7.3144 -0.409 0.891 0.230 -0.835
H -10.9207 26.5537 8.7121 0.092 -0.207 -0.012 0.369
H -9.9240 27.2985 7.4773 -0.040 -0.219 -0.027 0.352
H -9.8670 27.8604 9.1160 0.314 -0.129 0.104 0.355
H -9.1782 24.9197 8.6989 0.015 -0.033 -0.107 0.310
H -8.5089 26.1068 9.8325 -0.084 -0.397 0.064 0.288
H -7.2408 27.2383 8.1638 0.055 -0.016 -0.013 0.335
H -7.8645 26.2328 6.8559 -0.125 -0.006 0.022 0.452
H -6.9558 24.1214 6.3632 0.005 -0.033 -0.023 0.376
H -7.7843 23.6339 7.8551 -0.015 0.004 -0.003 0.384
H -6.0781 23.2410 7.6582 0.091 0.044 -0.106 0.432
H -6.3979 24.0900 9.8239 0.059 -0.001 0.135 0.289
H -6.4300 25.8424 10.0744 0.197 -0.054 0.221 0.326
H -3.9835 24.1940 9.2075 -0.057 -0.054 0.016 0.368
H -4.1358 25.4846 10.4271 0.215 -0.274 0.020 0.398
H -3.2108 26.2401 7.9892 0.023 -0.165 0.015 -0.079
H -4.4278 27.1930 8.8031 -0.240 0.036 -0.201 0.254
H -4.9108 24.9612 6.6990 0.331 0.111 -0.060 0.364
H -5.5314 26.6443 6.7031 -0.101 -0.231 -0.249 0.245
```
Positions in Å, forces in eV/Å.